Entry 1:
ORCA calculation (ωB97M-V with the def2-TZVPD basis set) on C51H44AsLaP3S2 as an isolated structure.

Structure (XYZ):
```
102
Properties=species:S:1:pos:R:3:forces:R:3
La -0.1220 -0.2961 0.5024 -0.0953 0.2424 -0.0328
S -1.4754 2.1500 -0.0133 0.0479 -0.3016 0.1267
P -2.9912 0.7904 0.3457 -0.2275 0.2859 -0.2258
C -2.4537 -0.7523 -0.1648 0.3051 0.1709 0.2911
P -2.5662 -2.1152 0.8323 -0.1414 -0.3473 0.1772
S -1.2891 -1.9604 2.4358 -0.0609 -0.1187 0.1043
C -4.1982 -2.6217 1.4177 -0.0794 0.0361 0.0169
C -5.2865 -2.3728 0.5870 -0.0295 -0.0622 -0.0750
C -6.5590 -2.7709 0.9685 0.0551 0.0140 0.0046
C -6.7427 -3.4226 2.1799 0.0441 -0.0167 0.0441
C -5.6560 -3.6769 3.0078 -0.0688 0.0168 -0.0442
C -4.3840 -3.2765 2.6297 0.0294 0.0828 0.0551
C -1.9911 -3.5622 -0.1116 0.0621 -0.0316 0.0000
C -1.6703 -4.7445 0.5582 0.0360 0.0084 0.0927
C -1.2262 -5.8527 -0.1422 -0.0095 0.0451 -0.1280
C -1.1075 -5.7925 -1.5291 -0.0079 -0.0153 0.0774
C -1.4289 -4.6245 -2.2010 -0.0119 0.0380 0.0063
C -1.8665 -3.5085 -1.4944 -0.0666 0.0475 -0.0805
C -3.4390 0.9367 2.1019 -0.0281 0.0273 0.1717
C -2.5771 1.5025 3.0390 0.0337 0.0067 -0.0331
C -2.8887 1.4761 4.3906 0.0027 -0.0022 -0.0096
C -4.0691 0.8908 4.8197 -0.0367 -0.0142 -0.0191
C -4.9536 0.3566 3.8917 0.0810 0.0500 0.0473
C -4.6430 0.3853 2.5426 -0.0579 -0.0250 -0.0615
C -4.4808 1.3440 -0.5095 0.0774 -0.0181 -0.2264
C -4.8814 0.6863 -1.6659 -0.0083 -0.0247 -0.0164
C -6.0053 1.1187 -2.3570 0.0398 -0.0202 0.0207
C -6.7207 2.2120 -1.8954 0.0066 0.0278 0.0425
C -6.3142 2.8797 -0.7450 -0.0142 -0.0497 -0.0616
C -5.1952 2.4499 -0.0538 0.0129 0.0155 0.0576
H -5.1376 -1.8558 -0.3535 -0.0009 0.0214 -0.0168
H -7.4037 -2.5674 0.3249 -0.0191 0.0013 -0.0191
H -7.7340 -3.7319 2.4821 -0.0228 -0.0049 0.0067
H -5.8037 -4.1800 3.9536 0.0034 -0.0092 0.0229
H -3.5449 -3.4430 3.2938 0.0326 0.0002 -0.0202
H -1.7516 -4.7943 1.6384 -0.0151 0.0342 -0.0013
H -0.9676 -6.7606 0.3856 0.0073 -0.0258 0.0072
H -0.7622 -6.6590 -2.0777 0.0075 -0.0211 -0.0102
H -1.3452 -4.5771 -3.2786 0.0012 -0.0017 -0.0306
H -2.1217 -2.5899 -2.0113 0.0213 -0.0344 0.0114
H -1.6724 1.9975 2.7060 -0.0172 -0.0212 0.0051
H -2.2151 1.9243 5.1087 0.0200 0.0074 -0.0050
H -4.3122 0.8690 5.8736 -0.0016 0.0046 0.0142
H -5.8885 -0.0753 4.2203 -0.0382 -0.0260 -0.0129
H -5.3527 -0.0206 1.8335 0.0244 0.0015 -0.0361
H -4.3039 -0.1612 -2.0167 -0.0066 -0.0042 -0.0007
H -6.3182 0.6043 -3.2554 -0.0065 -0.0113 -0.0186
H -7.5968 2.5488 -2.4323 -0.0230 0.0147 -0.0118
H -6.8719 3.7343 -0.3890 -0.0164 0.0284 0.0130
H -4.8843 2.9718 0.8429 0.0321 -0.0070 0.0138
C 2.0611 -4.0563 -1.2566 -0.2106 -0.1052 -0.2025
C 3.4775 -4.5941 -1.3408 0.1082 -0.1324 -0.2005
As 4.2184 -5.3495 0.3244 0.0602 0.0670 0.0377
C 5.6733 -6.3543 -0.5019 -0.0308 -0.0672 0.0437
C 6.2060 -6.0597 -1.7520 0.0670 -0.0558 0.0184
C 7.2759 -6.7952 -2.2513 -0.0198 0.0096 0.0125
C 7.8179 -7.8305 -1.5084 -0.0107 0.0081 0.0074
C 7.2929 -8.1276 -0.2577 0.0026 -0.0092 0.0192
C 6.2335 -7.3901 0.2446 0.0085 -0.0131 -0.0302
C 2.9126 -6.7999 0.4797 0.0680 -0.0228 -0.0139
C 2.6030 -7.6490 -0.5816 -0.0548 0.0180 0.0378
C 1.6431 -8.6381 -0.4306 0.0001 -0.0035 0.0130
C 0.9922 -8.7998 0.7878 0.0203 -0.0159 -0.0199
C 1.3131 -7.9780 1.8560 0.0550 0.0366 0.0158
C 2.2723 -6.9821 1.6996 -0.0491 -0.1369 0.0220
P 1.7662 -2.4620 -0.4479 0.0367 0.2822 0.1755
C 3.0592 -1.3117 -0.9931 0.1304 -0.0160 -0.0688
C 2.6903 -0.3078 -1.8899 -0.0252 0.0454 0.0080
C 3.6242 0.6130 -2.3531 -0.0210 -0.0233 0.0181
C 4.9369 0.5295 -1.9214 0.0206 -0.0308 0.0296
C 5.3197 -0.4701 -1.0306 -0.0243 0.0412 -0.0283
C 4.3897 -1.3831 -0.5673 -0.0051 -0.0375 0.0177
C 2.0591 -2.6154 1.3500 -0.0561 -0.2259 -0.1720
C 1.5695 -3.7402 2.0155 0.0056 0.0556 -0.0034
C 1.6091 -3.8076 3.3948 -0.0164 0.0104 0.0144
C 2.1004 -2.7426 4.1397 -0.0013 -0.0090 0.0138
C 2.5701 -1.6112 3.4954 -0.0239 -0.0296 -0.0788
C 2.5541 -1.5512 2.1038 0.0537 0.1913 -0.0264
H 1.3602 -4.7727 -0.8130 0.0740 0.0127 0.0214
H 1.6788 -3.8914 -2.2717 -0.0227 -0.0125 0.0726
H 4.1633 -3.8308 -1.7153 -0.0463 -0.0024 0.0345
H 3.4721 -5.4017 -2.0766 0.0656 0.0367 -0.0082
H 5.8041 -5.2599 -2.3579 -0.0394 0.0523 -0.0127
H 7.6823 -6.5573 -3.2253 0.0013 0.0108 -0.0177
H 8.6474 -8.4038 -1.8987 0.0166 -0.0115 -0.0111
H 7.7122 -8.9344 0.3285 0.0052 -0.0112 0.0084
H 5.8360 -7.6345 1.2239 -0.0187 0.0184 -0.0012
H 3.1266 -7.5570 -1.5263 0.0116 0.0178 -0.0132
H 1.4135 -9.2972 -1.2576 -0.0028 -0.0114 -0.0141
H 0.2523 -9.5801 0.9071 -0.0166 -0.0138 -0.0060
H 0.8298 -8.1177 2.8146 -0.0074 -0.0052 0.0078
H 2.5380 -6.3563 2.5423 0.0060 0.0249 0.0139
H 1.6690 -0.2598 -2.2640 0.0117 -0.0151 -0.0037
H 3.3256 1.3838 -3.0499 -0.0094 0.0128 -0.0104
H 5.6686 1.2413 -2.2779 0.0134 0.0161 -0.0076
H 6.3468 -0.5339 -0.6981 0.0207 0.0007 0.0018
H 4.6911 -2.1530 0.1349 -0.0116 0.0083 -0.0007
H 1.1386 -4.5618 1.4570 0.0041 0.0122 -0.0146
H 1.2311 -4.6883 3.8973 -0.0046 -0.0133 0.0132
H 2.1184 -2.7983 5.2192 -0.0019 0.0002 0.0216
H 2.9731 -0.7852 4.0653 0.0036 0.0241 0.0072
H 2.9959 -0.6904 1.6080 -0.0125 0.0026 0.0260
```
Positions in Å, forces in eV/Å.

The total charge is +1. Its energy relative to the best compared isomer or geometry (same formula, charge and spin) is 0.000 eV. For the LUMO energy, the calculation gives -2.719 eV. Its gap between HOMO and LUMO is 7.6 eV.

Results of the Mulliken charge analysis, in e, for atoms 1 through 99:
1 La 1.551
2 S -0.647
3 P 1.238
4 C -1.456
5 P 0.801
6 S -0.464
7 C 0.649
8 C -0.707
9 C -0.561
10 C -0.567
11 C -0.740
12 C -0.277
13 C 0.790
14 C -0.807
15 C -0.484
16 C -0.543
17 C -0.785
18 C -0.263
19 C 0.146
20 C -0.695
21 C -0.730
22 C -0.582
23 C -0.679
24 C -0.230
25 C 0.434
26 C -0.197
27 C -0.769
28 C -0.480
29 C -0.671
30 C -0.386
31 H 0.351
32 H 0.474
33 H 0.419
34 H 0.434
35 H 0.430
36 H 0.442
37 H 0.517
38 H 0.431
39 H 0.471
40 H 0.409
41 H 0.544
42 H 0.454
43 H 0.416
44 H 0.466
45 H 0.578
46 H 0.374
47 H 0.434
48 H 0.390
49 H 0.415
50 H 0.427
51 C -0.299
52 C -1.573
53 As 0.547
54 C 0.207
55 C -0.139
56 C -0.720
57 C -0.451
58 C -0.651
59 C -0.525
60 C 0.048
61 C -0.307
62 C -0.673
63 C -0.540
64 C -0.630
65 C -0.305
66 P 0.738
67 C 0.903
68 C -0.801
69 C -0.767
70 C -0.603
71 C -0.791
72 C -0.478
73 C 1.028
74 C -1.118
75 C -0.844
76 C -0.913
77 C -0.815
78 C -0.439
79 H -0.478
80 H 0.632
81 H 0.888
82 H 0.854
83 H 0.273
84 H 0.392
85 H 0.384
86 H 0.387
87 H 0.371
88 H 0.383
89 H 0.466
90 H 0.402
91 H 0.438
92 H 0.673
93 H 0.566
94 H 0.463
95 H 0.424
96 H 0.454
97 H 0.480
98 H 0.782
99 H 0.558


Entry 2:
ORCA calculation (ωB97M-V with the def2-TZVPD basis set) on C27H21N7O7SSn as an isolated structure.

Structure (XYZ):
```
64
Properties=species:S:1:pos:R:3:forces:R:3
Sn 0.1938 0.9108 0.0461 -0.6998 0.3750 -0.0949
O -3.6411 0.6788 2.4911 -0.0042 0.0193 0.0026
C -2.5406 0.4686 1.9586 -0.1009 -0.0488 -0.2619
N -1.9603 1.1510 0.9730 0.4429 0.0868 -0.0373
C -2.5323 2.3637 0.5482 0.1144 -0.0040 0.0927
C -3.8773 2.5327 0.2409 -0.0881 0.0022 -0.0679
C -4.3436 3.7520 -0.2326 0.0555 -0.0445 0.0270
C -3.4605 4.8098 -0.3980 0.0315 0.0182 0.0149
C -2.1178 4.6585 -0.0812 0.0429 -0.0435 -0.0527
C -1.6361 3.4417 0.4046 -0.1624 0.1642 0.0180
N -0.2890 3.1760 0.6824 0.2474 -0.3909 -0.1377
C 0.5370 4.1282 1.0969 -0.2042 -0.1448 0.0161
O 0.2817 5.2849 1.4727 0.0880 -0.0032 -0.1280
C 2.0013 3.7167 1.0895 0.0500 0.0924 0.0364
C 2.9755 4.7115 1.1526 0.0832 0.0199 0.0315
C 4.3080 4.3499 1.0824 -0.0654 -0.0682 -0.0052
C 4.6360 3.0051 0.9481 0.0017 0.0634 0.0070
C 3.6023 2.0860 0.8964 -0.0045 -0.0268 0.0257
N 2.3220 2.4328 0.9815 0.0165 -0.0038 -0.1073
C -1.7389 -0.6917 2.5067 0.0605 -0.0234 0.0222
C -2.4105 -1.7114 3.1753 -0.1254 0.0436 -0.0155
C -1.6818 -2.7410 3.7285 0.0085 -0.0027 -0.0097
C -0.3003 -2.7304 3.5919 0.0382 0.0344 -0.0051
C 0.2830 -1.6748 2.9124 0.0377 -0.0675 0.0308
N -0.4165 -0.6693 2.3967 0.0611 0.0640 -0.1037
H -4.5506 1.6985 0.3788 0.0387 -0.0018 -0.0028
H -5.3918 3.8694 -0.4832 -0.0172 -0.0010 0.0196
H -3.8155 5.7614 -0.7789 0.0108 -0.0018 -0.0162
H -1.4234 5.4718 -0.2312 -0.0137 0.0176 0.0899
H 2.6514 5.7376 1.2463 -0.0308 0.0021 0.0052
H 5.0864 5.1037 1.1168 -0.0081 0.0007 0.0046
H 5.6655 2.6790 0.8751 -0.0072 -0.0156 -0.0119
H 3.8006 1.0256 0.7623 -0.0236 0.0238 0.0513
H -3.4872 -1.6516 3.2409 0.0048 0.0019 0.0093
H -2.1755 -3.5438 4.2636 -0.0170 -0.0267 -0.0291
H 0.3087 -3.5192 4.0088 0.0965 -0.0594 -0.0039
H 1.3603 -1.6303 2.7783 -0.0306 0.0012 -0.0325
O -0.1609 -1.9256 -6.1056 0.0136 -0.0954 -0.0381
C -0.3136 -1.3393 -4.8749 -0.0020 0.0457 -0.1035
C -0.0372 -0.0042 -4.6703 0.0949 0.2285 -0.0618
C -0.2016 0.5211 -3.3974 -0.0840 -0.1524 0.1184
N -0.6668 -0.2052 -2.3807 0.2284 -0.0630 -0.0042
C -0.9222 -1.5056 -2.5886 0.1742 0.3017 0.0975
C -0.7421 -2.1141 -3.8194 -0.1394 -0.1680 0.0196
C -1.3583 -2.3573 -1.3946 -0.4042 -0.2706 0.3621
O -1.4460 -3.6057 -1.6368 0.2299 0.2231 0.0702
O -1.5929 -1.7806 -0.3252 0.2794 -0.0654 -0.2234
C 0.2278 1.9726 -3.1384 -0.2317 -0.0136 -0.2772
O 0.3834 2.6821 -4.1419 0.1136 -0.0947 0.2745
O 0.3936 2.2954 -1.9264 -0.0566 -0.1406 0.2944
H 0.1778 -1.2548 -6.7050 0.0162 0.0509 -0.0383
H 0.3276 0.6466 -5.4571 -0.0228 0.0226 0.0342
H -0.9265 -3.1728 -3.9295 -0.0246 0.0326 0.0734
C 2.4509 -6.2418 1.3081 -0.0349 0.1157 -0.0538
N 2.5335 -4.8398 0.9487 -0.0115 -0.0897 0.0710
C 1.7908 -4.2872 -0.0760 -0.0744 -0.1085 -0.0945
N 0.5979 -4.8417 -0.3079 -0.2139 0.1552 -0.0583
S 2.4378 -3.0151 -0.9478 -0.0388 0.0243 0.0170
H 3.0247 -6.4057 2.2195 -0.0079 -0.0073 0.0131
H 2.8399 -6.9015 0.5231 -0.0321 -0.0176 -0.0171
H 1.4215 -6.5331 1.5112 0.0369 -0.0182 0.0829
H 3.4593 -4.4457 0.9514 0.0551 0.0200 0.0007
H 0.2078 -5.4302 0.4106 0.0065 0.0237 -0.0088
H -0.1288 -4.3531 -0.8913 0.2027 0.0090 0.0686
```
Positions in Å, forces in eV/Å.

The total charge is -2. Its energy relative to the best compared isomer or geometry (same formula, charge and spin) is 1.099 eV. For the LUMO energy, the calculation gives 4.040 eV. Its gap between HOMO and LUMO is 6.0 eV.

Atom-resolved charges from Mulliken, all expressed in e:
1 Sn 0.842
2 O -0.776
3 C 0.041
4 N 0.399
5 C -0.242
6 C -0.540
7 C -0.625
8 C -0.534
9 C -0.667
10 C 0.713
11 N 0.120
12 C -0.069
13 O -0.795
14 C 0.357
15 C -0.678
16 C -0.214
17 C -0.687
18 C -0.267
19 N -0.008
20 C 0.346
21 C -0.755
22 C -0.264
23 C -0.711
24 C -0.168
25 N 0.014
26 H 0.438
27 H 0.338
28 H 0.345
29 H 0.397
30 H 0.438
31 H 0.379
32 H 0.370
33 H 0.458
34 H 0.439
35 H 0.383
36 H 0.403
37 H 0.409
38 O -0.573
39 C 1.249
40 C -0.550
41 C -0.098
42 N 0.026
43 C 0.467
44 C -0.718
45 C -0.099
46 O -0.976
47 O -0.342
48 C 0.099
49 O -0.775
50 O -0.460
51 H 0.276
52 H 0.391
53 H 0.468
54 C -0.924
55 N -0.187
56 C 0.394
57 N -0.303
58 S -0.434
59 H 0.333
60 H 0.289
61 H 0.275
62 H 0.224
63 H 0.193
64 H 0.124


Entry 3:
ORCA calculation (ωB97M-V with the def2-TZVPD basis set) on an isolated molecule of C3H8N2S3 at a distorted geometry.

Structure (XYZ):
```
16
Properties=species:S:1:pos:R:3:forces:R:3
C -0.7132 -1.2781 1.3565 -1.7645 -0.4000 0.0117
C -0.1986 -0.4291 -1.1670 0.9301 -0.5998 2.7021
C 0.2288 2.1885 -1.5277 0.2434 -3.3579 0.1528
N -0.0704 -0.0610 1.2345 1.4441 1.1740 -0.1952
N 0.6986 -0.0150 0.0680 -0.8669 -0.1199 -1.7889
S -1.3143 -1.7751 -0.3663 1.1561 0.7349 -0.5263
S 0.4128 -2.6479 1.9908 -1.3206 -0.3947 -1.5312
S -1.2088 0.9338 -1.7069 1.1942 0.5151 0.1851
H -1.6761 -1.1144 1.8903 0.9029 -0.6449 0.2555
H 0.5650 -0.7507 -1.9201 -0.9951 -0.1398 0.4763
H 1.1874 1.6246 -2.0073 -2.3042 1.9899 0.8391
H 0.3647 2.1758 -0.4003 0.0149 0.9142 -1.7745
H -0.2843 2.9846 -2.0536 1.0070 0.7414 0.1715
H -0.3684 0.8533 1.6449 0.0875 -1.6327 -0.9052
H 1.4157 -0.7497 0.0492 -0.2958 0.2741 0.6959
H 0.9612 -1.9394 2.9150 0.5671 0.9464 1.2314
```
Positions in Å, forces in eV/Å.

The total charge is 0. Its energy relative to the best compared isomer or geometry (same formula, charge and spin) is 1.787 eV. Its SMILES is CS[C@H]1NN[C@H](S)S1. For the LUMO energy, the calculation gives 0.704 eV. Its gap between HOMO and LUMO is 9.4 eV.

Atom-resolved charges from Mulliken, all expressed in e:
1 C -0.372
2 C -0.310
3 C -0.695
4 N -0.161
5 N -0.523
6 S -0.166
7 S -0.189
8 S -0.031
9 H 0.503
10 H 0.477
11 H 0.219
12 H 0.215
13 H 0.363
14 H 0.246
15 H 0.310
16 H 0.116


- What is the formula in the first record?
  C51H44AsLaP3S2


- What is the formula in the third record?
  C3H8N2S3


- The highest gap between HOMO and LUMO belongs to which entry?
  C3H8N2S3


Please write out number 3 again, unchanged.
ORCA calculation (ωB97M-V with the def2-TZVPD basis set) on an isolated molecule of C3H8N2S3 at a distorted geometry.

Structure (XYZ):
```
16
Properties=species:S:1:pos:R:3:forces:R:3
C -0.7132 -1.2781 1.3565 -1.7645 -0.4000 0.0117
C -0.1986 -0.4291 -1.1670 0.9301 -0.5998 2.7021
C 0.2288 2.1885 -1.5277 0.2434 -3.3579 0.1528
N -0.0704 -0.0610 1.2345 1.4441 1.1740 -0.1952
N 0.6986 -0.0150 0.0680 -0.8669 -0.1199 -1.7889
S -1.3143 -1.7751 -0.3663 1.1561 0.7349 -0.5263
S 0.4128 -2.6479 1.9908 -1.3206 -0.3947 -1.5312
S -1.2088 0.9338 -1.7069 1.1942 0.5151 0.1851
H -1.6761 -1.1144 1.8903 0.9029 -0.6449 0.2555
H 0.5650 -0.7507 -1.9201 -0.9951 -0.1398 0.4763
H 1.1874 1.6246 -2.0073 -2.3042 1.9899 0.8391
H 0.3647 2.1758 -0.4003 0.0149 0.9142 -1.7745
H -0.2843 2.9846 -2.0536 1.0070 0.7414 0.1715
H -0.3684 0.8533 1.6449 0.0875 -1.6327 -0.9052
H 1.4157 -0.7497 0.0492 -0.2958 0.2741 0.6959
H 0.9612 -1.9394 2.9150 0.5671 0.9464 1.2314
```
Positions in Å, forces in eV/Å.

The total charge is 0. Its energy relative to the best compared isomer or geometry (same formula, charge and spin) is 1.787 eV. Its SMILES is CS[C@H]1NN[C@H](S)S1. For the LUMO energy, the calculation gives 0.704 eV. Its gap between HOMO and LUMO is 9.4 eV.

Atom-resolved charges from Mulliken, all expressed in e:
1 C -0.372
2 C -0.310
3 C -0.695
4 N -0.161
5 N -0.523
6 S -0.166
7 S -0.189
8 S -0.031
9 H 0.503
10 H 0.477
11 H 0.219
12 H 0.215
13 H 0.363
14 H 0.246
15 H 0.310
16 H 0.116